(1)
Density functional theory data (ωB97M-V with the def2-TZVPD basis set) for a cluster of 7 separate species, C21H42O21 in total at a distorted geometry.

Structure (XYZ):
```
84
C21H42O21 | the Open Molecules 2025 dataset | ωB97M-V with the def2-TZVPD basis set
C -1.88015 26.46710 -17.85246
O -1.28695 25.25340 -18.26780
C -1.08863 24.29784 -17.38234
O -0.61545 23.25004 -17.66203
O -1.45875 24.64104 -16.16767
C -1.07011 23.79840 -15.07751
H -1.14904 27.15014 -17.41231
H -2.67219 26.36765 -17.10769
H -2.33927 26.94406 -18.71443
H -1.31488 24.29158 -14.14136
H 0.01063 23.62632 -15.08212
H -1.62410 22.85411 -15.09635
C 0.96192 21.11374 -20.29050
O 1.27317 20.50901 -19.03678
C 2.30267 19.71093 -19.07750
O 2.89302 19.36628 -20.03282
O 2.52534 19.27608 -17.85940
C 3.53424 18.28637 -17.69779
H 1.86012 21.61735 -20.65938
H 0.19674 21.85424 -20.10749
H 0.66118 20.39773 -21.05322
H 4.43469 18.59890 -18.23267
H 3.21156 17.33258 -18.12953
H 3.72656 18.13633 -16.64095
C 3.05887 23.28097 -16.54199
O 4.47161 23.15865 -16.43047
C 5.06316 22.34532 -17.24441
O 4.57349 21.51838 -17.91218
O 6.34643 22.57451 -17.14901
C 7.20841 21.54667 -17.61039
H 2.68294 23.91265 -15.73363
H 2.55345 22.32639 -16.37640
H 2.75778 23.75931 -17.47614
H 6.72738 20.57381 -17.64273
H 8.04823 21.49525 -16.90737
H 7.68355 21.82540 -18.55352
C 3.22058 12.63943 -16.76124
O 2.72734 13.89068 -16.35574
C 3.42809 14.55547 -15.45752
O 4.56585 14.38645 -15.18881
O 2.64700 15.47406 -14.92509
C 3.27027 16.26497 -13.90941
H 2.72874 11.84451 -16.20342
H 4.29676 12.52324 -16.61478
H 3.06019 12.52266 -17.82966
H 2.52238 16.92793 -13.49735
H 4.09559 16.81642 -14.37278
H 3.76565 15.67473 -13.13735
C 1.16789 20.61790 -2.32859
O 1.48379 21.25887 -3.54254
C 1.55955 20.49132 -4.59760
O 1.18873 19.38033 -4.66507
O 2.12862 21.17667 -5.54551
C 2.11431 20.48473 -6.79774
H 0.26897 20.00414 -2.47273
H 0.93750 21.30749 -1.52294
H 1.94448 19.94013 -1.96784
H 2.53303 19.48445 -6.69555
H 2.58827 21.04628 -7.59290
H 1.06893 20.34393 -7.09809
C 0.58675 25.24947 -12.46100
O 1.23697 26.20271 -11.61766
C 2.51465 26.02992 -11.36525
O 3.22354 25.20913 -11.83316
O 2.88295 26.92255 -10.47111
C 4.25723 27.09567 -10.23120
H -0.34057 25.65342 -12.85099
H 0.41245 24.32715 -11.90896
H 1.20614 25.05264 -13.33977
H 4.83089 26.95069 -11.14766
H 4.62064 26.44133 -9.43955
H 4.44521 28.11763 -9.90526
C 3.03943 22.32439 -11.14598
O 2.39970 21.19876 -11.72997
C 1.89321 21.27749 -12.96142
O 1.54883 22.27009 -13.52608
O 1.81041 20.03017 -13.41626
C 1.47025 19.82270 -14.79941
H 3.82739 22.80728 -11.73071
H 3.52230 21.98472 -10.23391
H 2.35342 23.14848 -10.97114
H 2.19194 20.36665 -15.41700
H 0.48690 20.18582 -15.08738
H 1.63536 18.77736 -15.03236
```

Calculated values
Kohn-Sham gap	10.81	eV
SMILES	COC(=O)OC.COC(=O)OC.COC(=O)OC.COC(=O)OC.COC(=O)OC.COC(=O)OC.COC(=O)OC
total charge	0
relative energy (zero: lowest compared OMol25 entry of this formula, charge and spin)	33.0	kcal/mol

=====

(2)
Density functional theory data (ωB97M-V with the def2-TZVPD basis set) for a structure of composition C21H42O21V at a distorted geometry.

Structure (XYZ):
```
85
C21H42O21V | the Open Molecules 2025 dataset | ωB97M-V with the def2-TZVPD basis set
V -0.20194 0.13132 0.06001
C -0.78454 2.18616 -5.14211
O -0.50165 1.64501 -3.87742
C -1.31919 1.77677 -2.85176
O -1.16383 1.16138 -1.83252
O -2.30570 2.63011 -3.08624
C -3.24832 2.83963 -2.05415
H -1.36603 1.53458 -5.79659
H 0.10993 2.42053 -5.72332
H -1.28867 3.15498 -5.13209
H -3.84648 3.69664 -2.36509
H -2.73532 3.22785 -1.16673
H -3.89258 2.00962 -1.78371
C 2.72808 -3.90805 2.16271
O 2.00078 -2.79749 1.63409
C 0.72991 -2.62317 1.91944
O 0.03972 -1.77954 1.42886
O 0.36835 -3.40019 2.93557
C -0.91002 -3.30011 3.53799
H 2.54018 -4.11452 3.21415
H 3.76508 -3.67229 1.94825
H 2.44279 -4.83498 1.65849
H -1.13327 -2.33106 3.98091
H -0.89222 -4.06683 4.30799
H -1.72431 -3.53892 2.85212
C -4.35027 -1.42555 2.85484
O -3.18215 -1.25496 2.07436
C -3.23318 -1.00377 0.79246
O -2.31826 -0.58682 0.13658
O -4.41630 -1.35408 0.28964
C -4.61551 -1.14198 -1.10138
H -5.19742 -0.83363 2.50749
H -4.13372 -1.21598 3.89804
H -4.77258 -2.43524 2.84520
H -3.84904 -1.64135 -1.69393
H -4.67967 -0.09191 -1.37823
H -5.57661 -1.59351 -1.33778
C 4.30858 1.47746 0.96798
O 4.25860 0.26482 0.21511
C 3.10819 -0.33238 -0.03059
O 2.03032 0.10158 0.28106
O 3.28101 -1.41567 -0.74730
C 4.53611 -1.99819 -1.07523
H 3.80264 2.31450 0.48562
H 5.34191 1.75198 1.14527
H 3.79045 1.27753 1.90740
H 5.29567 -1.23786 -1.25188
H 4.43713 -2.57975 -1.98646
H 4.88094 -2.63971 -0.26663
C -1.67074 -3.99950 -2.48623
O -1.21815 -2.88184 -1.70490
C -0.25389 -2.11000 -2.16459
O 0.30219 -1.27178 -1.49020
O -0.02082 -2.31459 -3.43090
C 1.10720 -1.69943 -4.06328
H -2.41654 -4.49552 -1.87385
H -0.82979 -4.64411 -2.72796
H -2.15851 -3.68064 -3.40689
H 0.94277 -1.73003 -5.13132
H 2.01808 -2.21060 -3.75075
H 1.25756 -0.68017 -3.70344
C 2.55916 2.51159 -2.52528
O 1.92996 3.62489 -1.89410
C 1.12750 3.41322 -0.89226
O 0.74455 2.34531 -0.46834
O 0.79048 4.58305 -0.35934
C -0.18713 4.59406 0.65931
H 3.32190 2.89162 -3.20048
H 1.82693 1.99130 -3.14031
H 3.06260 1.85864 -1.81614
H -0.73390 5.53130 0.61100
H 0.26460 4.34254 1.61855
H -0.96599 3.83676 0.49807
C -1.48259 0.81029 4.36522
O -0.19539 1.41940 4.17751
C 0.22953 1.52184 2.94248
O -0.32940 1.05465 1.98257
O 1.34706 2.21367 2.84078
C 2.06120 2.61203 4.02386
H -1.51168 -0.18034 3.91324
H -2.22031 1.43678 3.86364
H -1.66515 0.75022 5.43164
H 3.12540 2.48941 3.83076
H 1.88571 1.96809 4.88309
H 1.79804 3.64494 4.22834
```

Calculated values
Kohn-Sham gap (alpha / beta)	9.12 / 11.82	eV
total charge	+2
<S²>	3.75
spin multiplicity	4

=====

(3)
Density functional theory data (ωB97M-V with the def2-TZVPD basis set) for a structure of composition C21H42O32S8 at a distorted geometry.

Structure (XYZ):
```
103
C21H42O32S8 | the Open Molecules 2025 dataset | ωB97M-V with the def2-TZVPD basis set
C 0.89536 -0.84506 -0.46437
C 2.40998 -0.73943 -0.30296
C 3.27358 -1.27272 -1.45829
C 3.12468 -2.80118 -1.62739
C 3.12350 -0.50932 -2.80011
C 4.45873 0.20882 -3.17397
C 2.72594 -1.28128 -4.07424
O 1.29512 -1.08421 -4.21485
S 1.12689 0.48523 -3.97264
O -0.19667 0.72243 -3.51968
O 1.64705 1.18387 -5.09629
O 2.12400 0.56573 -2.76525
H 0.43934 -0.53166 0.48200
H 0.47720 -0.19891 -1.23127
H 0.55790 -1.87361 -0.61444
H 2.72244 0.27037 -0.02243
H 2.66663 -1.36884 0.55114
H 4.30867 -1.11446 -1.14630
H 2.14235 -3.08591 -1.99767
H 3.33570 -3.28772 -0.67173
H 3.93319 -3.10454 -2.30188
H 4.95500 -0.26625 -4.02204
H 5.14514 0.27457 -2.33031
H 4.22331 1.22809 -3.48673
H 3.16479 -0.85195 -4.97927
H 2.93054 -2.34667 -4.12779
C 1.02344 -6.15291 2.82806
C 2.53274 -6.04398 2.80728
O 2.80141 -5.24663 1.63951
S 1.61587 -4.18972 1.42015
O 1.99463 -2.94582 1.98561
O 1.14569 -4.31595 0.08986
O 0.55655 -4.87158 2.40478
H 0.66757 -6.90313 2.11860
H 0.63545 -6.37851 3.81835
H 3.02915 -7.00653 2.72810
H 2.90907 -5.50976 3.68188
C -3.99206 1.93152 1.41652
C -2.55596 1.93634 0.95921
O -1.90566 0.99373 1.82751
S -2.93026 -0.16595 2.21792
O -2.71562 -1.28999 1.37402
O -2.91734 -0.29868 3.63434
O -4.27125 0.55799 1.74383
H -4.12896 2.52987 2.32059
H -4.67452 2.27642 0.64821
H -2.08513 2.90712 1.04737
H -2.46177 1.57869 -0.06825
C -3.85680 -5.84013 4.45153
C -2.41321 -5.82971 3.99949
O -1.78018 -6.81487 4.83523
S -2.81248 -7.99114 5.16639
O -2.59259 -9.07420 4.27499
O -2.82843 -8.18467 6.57176
O -4.13664 -7.22533 4.71119
H -3.99184 -5.28059 5.37868
H -4.53668 -5.46145 3.69377
H -1.93291 -4.86411 4.13162
H -2.31380 -6.14644 2.95961
C -7.58246 -1.28178 6.06863
C -6.46175 -0.60233 6.82874
O -5.59404 -0.10862 5.80287
S -6.44772 0.31220 4.51936
O -6.68976 1.71295 4.55264
O -5.88356 -0.30203 3.37644
O -7.80498 -0.43414 4.93641
H -7.28481 -2.26916 5.70993
H -8.49587 -1.36635 6.65122
H -5.91607 -1.28095 7.47821
H -6.82903 0.24547 7.41103
C 6.29323 1.62012 -8.16173
C 5.38489 1.12375 -9.26797
O 4.11469 0.95924 -8.63014
S 3.92959 2.06279 -7.48150
O 3.18804 3.15793 -7.99743
O 3.55086 1.40984 -6.28892
O 5.47200 2.51139 -7.40149
H 6.61683 0.80455 -7.51133
H 7.16299 2.15156 -8.53896
H 5.71032 0.17770 -9.69156
H 5.28078 1.86460 -10.06364
C -2.25699 7.12426 1.78352
C -3.77039 7.13911 1.85874
O -4.18769 6.80880 0.52571
S -3.14156 5.80323 -0.13725
O -3.61097 4.46898 0.01308
O -2.76210 6.31465 -1.40232
O -1.95889 6.02148 0.91529
H -1.86670 8.03688 1.32974
H -1.78778 6.96852 2.75093
H -4.17256 8.10729 2.14202
H -4.14744 6.37297 2.53908
C 3.46345 5.48928 -2.61481
C 2.67260 6.07307 -1.46136
O 2.09771 4.92956 -0.81852
S 3.09085 3.67948 -0.93730
O 3.85465 3.56541 0.25532
O 2.36825 2.58210 -1.46744
O 4.03505 4.28913 -2.07776
H 2.81722 5.22057 -3.45251
H 4.25345 6.15024 -2.96098
H 1.88561 6.74783 -1.78641
H 3.32219 6.58315 -0.74648
```

Calculated values
Kohn-Sham gap	10.12	eV
total charge	0
relative energy (zero: lowest compared OMol25 entry of this formula, charge and spin)	0.0	kcal/mol